Below is 15 unconnected molecules or ions with the total composition C49H85BF3N17O7P, with properties calculated with ωB97M-V/def2-TZVPD.

LUMO = -2.54 eV
charge = +1
energy relative to the best compared isomer or geometry (same formula, charge and spin) = 132.9 kcal per mole
gap between HOMO and LUMO = 8.69 eV

The geometry in XYZ format:
```
163
Properties=species:S:1:pos:R:3:forces:R:3:mulliken_charge:R:1
C -0.85612 5.88648 -3.48804 0.9 0.2 0.1 -0.647
C 0.12736 5.00217 -4.40734 -0.9 -0.3 0.1 -0.554
C 0.07386 3.42598 -4.06266 0.5 0.6 0.1 -0.610
C 0.40407 3.14441 -2.49739 -0.7 -0.4 -0.9 -0.449
C -0.82193 2.29200 -1.90916 1.5 0.2 0.3 -0.553
C -0.74885 2.08391 -0.31839 -0.7 -1.0 -0.5 -0.474
C -1.54248 0.73117 0.03376 -0.4 0.9 0.6 -0.253
C -2.07095 0.79878 1.55845 -0.9 -0.8 -0.6 -0.546
C -1.27887 -0.15057 2.56294 -1.1 0.2 0.6 -0.394
C -1.70697 -1.66114 2.22527 -0.4 0.6 0.3 -0.735
C -0.77361 -2.78283 2.86815 -2.2 1.7 1.8 -0.286
N 0.14288 -3.53600 1.94382 0.7 -0.8 0.5 1.330
C 0.62461 -2.78391 0.74451 1.1 1.8 -3.2 -1.373
N 1.21873 -1.45590 1.02194 0.4 -1.1 0.5 -0.156
C 1.28276 -4.07013 2.79487 1.0 -0.9 1.6 -0.376
O 2.12986 -3.04371 3.34078 -0.6 -1.5 1.6 0.073
B 2.33079 -3.23978 4.76748 -0.1 0.3 1.5 0.621
O 1.22266 -3.06104 5.68550 2.3 0.0 -1.4 -0.668
O 3.58024 -3.62709 5.34857 -1.6 1.6 -1.0 -0.574
C 2.23459 -5.12211 2.07384 1.9 -0.2 0.8 -0.141
C 3.68208 -4.49029 1.71269 -0.7 -0.9 -2.3 -0.914
O 4.64390 -4.65290 2.78071 0.6 2.5 -0.1 -0.320
C 5.58747 -3.62148 2.78165 1.0 -1.3 1.2 0.879
F 6.52992 -3.88222 3.79041 -2.2 0.6 -2.2 -0.279
F 6.29480 -3.65083 1.57420 -1.4 0.9 2.1 -0.258
F 5.04742 -2.35631 3.06144 1.1 -2.4 -1.2 -0.208
O 1.78641 -5.76204 0.88469 -0.7 1.5 0.0 -0.457
C 0.36773 -5.85394 0.70223 -1.7 -1.0 1.0 0.957
C -0.05433 -7.33408 1.25103 -1.0 0.8 -0.1 -0.039
C 0.48429 -8.50255 0.31061 -2.0 -0.7 -0.7 -0.327
O -0.31262 -9.26019 -0.26390 2.4 1.9 1.7 -0.427
P 0.09125 -5.97339 -1.19264 -0.1 -1.2 -1.9 -0.164
N -0.10120 -4.37477 -1.92254 -0.8 -1.0 -0.2 -0.458
O -1.41622 -6.76045 -1.51725 1.7 2.0 0.8 -0.347
C -0.55406 -4.82745 1.49686 -1.2 -1.4 0.6 -1.119
C -1.95437 -4.61347 0.78342 -0.7 0.0 0.9 -0.250
H -1.12113 6.87555 -3.99900 0.3 -1.5 0.6 0.360
H -0.28452 6.17554 -2.53507 -1.1 -0.5 -1.2 0.104
H -1.80992 5.33609 -3.20949 1.2 0.7 -0.4 0.079
H 1.19834 5.34979 -4.26342 -1.3 -0.3 -0.3 0.202
H -0.18061 5.18918 -5.48847 0.6 -0.5 1.3 0.345
H -0.93279 2.95362 -4.34683 1.3 0.9 0.5 0.326
H 0.85062 2.90858 -4.71106 -1.1 0.7 0.8 0.307
H 0.53344 4.11786 -1.91509 -0.2 -1.3 -0.8 0.250
H 1.38680 2.56021 -2.47499 -1.3 0.7 0.3 0.324
H -1.77593 2.81999 -2.23396 1.1 -0.9 0.7 0.193
H -0.76933 1.25644 -2.40772 -0.3 1.5 0.6 0.109
H -1.27774 2.93631 0.23604 0.9 -1.1 -0.9 0.364
H 0.30952 1.96175 0.08340 -1.1 0.5 -0.7 0.245
H -0.92869 -0.22052 -0.07394 -0.4 1.3 -0.1 -0.103
H -2.39693 0.64830 -0.72298 1.0 0.1 1.3 0.417
H -2.19229 1.87643 1.93141 0.5 -1.5 -0.6 -0.019
H -3.14754 0.38748 1.51916 1.4 0.6 0.3 0.195
H -0.16363 0.02379 2.62363 -1.3 -0.3 -0.5 0.221
H -1.69762 0.06495 3.61255 0.7 -0.3 -1.4 0.355
H -1.88615 -1.74435 1.10937 0.4 -0.2 1.3 0.154
H -2.74820 -1.78184 2.70061 1.5 0.0 -0.8 0.519
H -1.47918 -3.51949 3.39860 1.4 0.6 -1.1 0.479
H -0.23711 -2.25883 3.73790 -0.1 -1.0 -1.6 0.076
H -0.22835 -2.60576 0.00006 1.0 -0.6 1.5 0.561
H 1.40633 -3.35631 0.12587 -1.5 -0.1 1.4 0.325
H 1.11136 -0.82102 0.22505 -0.1 -0.5 0.4 0.322
H 2.22615 -1.57617 1.22652 -0.9 0.4 -0.1 0.201
H 0.81403 -4.60175 3.70166 0.1 0.7 -1.7 0.704
H 1.61124 -3.10919 6.58604 -0.7 -0.2 -0.7 0.245
H 3.79199 -3.06945 6.12841 -0.1 -0.8 -0.6 0.271
H 2.47370 -5.94441 2.84596 -0.5 1.2 -0.8 0.449
H 3.60580 -3.43236 1.29655 0.1 -1.2 1.0 0.191
H 4.06637 -5.12868 0.83652 -0.7 0.9 1.3 0.422
H 0.26638 -7.44444 2.34835 0.0 0.1 -1.6 0.558
H -1.20353 -7.31599 1.27764 1.7 -0.6 -0.2 -0.001
H 1.61387 -8.56970 0.16608 -1.2 0.0 0.2 0.260
H -1.09484 -4.17918 -2.15400 0.8 0.1 0.4 0.077
H 0.37576 -4.45025 -2.83644 -0.2 0.1 0.7 0.349
H -2.05946 -6.08605 -1.83854 0.0 -0.7 0.5 0.256
H -0.80424 -5.35683 2.49027 0.3 1.0 -1.3 0.325
H -2.71376 -4.12858 1.49751 1.3 -0.7 -0.9 0.468
H -2.38743 -5.65870 0.59596 0.7 1.7 -0.1 -0.205
H -1.94507 -3.95832 -0.13873 0.2 -1.1 1.0 -0.013
C -5.77295 2.99233 1.02113 -0.1 0.1 0.1 -0.915
C -4.86237 2.74160 -0.09780 0.0 0.0 -0.1 0.521
N -4.14862 2.55510 -0.98323 -0.3 0.1 0.4 -0.452
H -6.55163 3.71001 0.75235 0.1 -0.1 -0.2 0.364
H -6.27364 2.07740 1.34441 0.2 0.0 -0.1 0.351
H -5.24516 3.39608 1.88816 0.0 -0.1 -0.4 0.160
C 6.73336 -0.04271 1.49052 0.0 -0.3 0.1 -0.282
C 6.63836 1.39646 1.23745 0.1 0.0 0.0 0.134
N 6.56294 2.52652 1.04012 -0.1 -0.4 0.1 -0.368
H 7.70895 -0.31629 1.89788 0.0 0.3 -0.1 0.147
H 5.97903 -0.37547 2.20546 0.0 0.3 -0.1 0.053
H 6.59055 -0.62257 0.57581 0.0 0.2 0.0 0.279
C -0.69387 8.92860 0.02395 0.2 0.2 0.1 -0.903
C -1.82248 8.36976 -0.72257 0.0 0.0 0.0 0.328
N -2.70906 7.93179 -1.30917 0.2 0.1 0.2 -0.351
H -1.02048 9.39733 0.95498 -0.2 -0.1 -0.1 0.355
H 0.03470 8.15850 0.28656 -0.2 -0.1 -0.2 0.279
H -0.16596 9.68985 -0.55425 -0.1 -0.1 -0.1 0.274
C -4.47394 -3.40356 -3.67069 -0.1 0.2 -0.2 -0.964
C -4.13132 -4.48053 -2.73992 -0.1 0.0 0.0 0.516
N -3.86508 -5.32878 -2.00778 0.1 0.5 -0.3 -0.463
H -4.95574 -2.56851 -3.15747 0.1 -0.2 0.1 0.297
H -3.58705 -3.00968 -4.17195 0.0 -0.2 0.1 0.293
H -5.16029 -3.74831 -4.44687 0.1 -0.2 0.2 0.329
C -2.66131 3.26326 4.78672 0.3 0.0 0.1 -0.684
C -4.05474 3.29035 4.33577 0.0 0.0 0.1 0.488
N -5.15014 3.31071 3.98297 0.5 0.0 0.4 -0.478
H -2.36431 4.21706 5.22764 -0.2 0.0 -0.1 0.335
H -2.49924 2.49145 5.54236 -0.2 0.0 -0.1 0.246
H -1.97624 3.05914 3.96097 -0.2 0.0 0.0 0.149
C 1.41753 -0.48915 8.44392 0.1 -0.3 0.1 -0.536
C 0.82695 0.75847 7.95471 0.0 0.0 0.0 0.304
N 0.36240 1.73738 7.57064 0.1 -0.3 0.1 -0.363
H 1.57050 -0.46599 9.52487 -0.1 0.2 -0.1 0.340
H 0.77851 -1.34781 8.22507 -0.1 0.2 0.0 0.117
H 2.38942 -0.68105 7.98328 -0.1 0.3 0.0 0.159
C 10.49108 -2.22116 1.05652 0.0 -0.3 0.0 -0.689
C 10.39283 -0.78163 0.80393 0.0 0.1 0.0 0.349
N 10.31786 0.34971 0.60491 -0.1 -0.5 0.1 -0.362
H 11.46783 -2.49087 1.46345 0.0 0.2 0.0 0.287
H 9.73686 -2.55530 1.77272 0.0 0.2 0.0 0.189
H 10.34916 -2.79937 0.14104 0.0 0.2 0.0 0.264
C -5.35684 5.98014 -1.74767 0.2 0.1 0.1 -0.576
C -6.48606 5.42086 -2.49426 0.0 -0.1 0.1 0.390
N -7.37311 4.98200 -3.08081 0.2 0.1 0.2 -0.485
H -5.68232 6.44688 -0.81480 -0.2 0.0 -0.1 0.302
H -4.62635 5.21126 -1.48676 -0.2 -0.1 -0.2 0.050
H -4.83046 6.74286 -2.32398 -0.1 -0.2 0.0 0.331
C -4.42972 -8.48446 1.05846 0.0 0.0 0.0 -0.812
C -4.24527 -7.37802 1.99988 0.1 -0.1 0.0 0.482
N -4.09863 -6.50654 2.73860 0.1 -0.2 -0.3 -0.516
H -5.38698 -8.41539 0.53643 0.2 0.2 0.3 0.409
H -3.64560 -8.49915 0.29691 0.0 0.2 0.1 0.212
H -4.40656 -9.45136 1.56585 0.0 0.2 0.1 0.390
C 4.39545 3.51507 -5.96602 0.3 0.0 0.1 -0.590
C 2.99968 3.54418 -6.40785 0.0 0.0 0.0 0.466
N 1.90317 3.56713 -6.75511 0.4 0.0 0.0 -0.429
H 4.69594 4.46652 -5.52167 -0.2 0.0 -0.1 0.273
H 4.56322 2.73927 -5.21604 -0.2 0.0 -0.1 0.282
H 5.07522 3.31505 -6.79711 -0.2 -0.1 0.0 0.008
C -4.98921 -10.35539 -3.12948 0.2 -0.1 -0.3 -0.848
C -5.67621 -9.82088 -1.95236 0.0 0.0 0.0 0.431
N -6.21563 -9.40102 -1.02748 0.0 -0.3 -0.7 -0.492
H -4.68519 -9.55896 -3.81191 -0.1 0.1 0.2 0.261
H -4.08871 -10.90724 -2.85161 -0.1 0.1 0.2 0.265
H -5.62952 -11.03872 -3.69116 -0.1 0.1 0.2 0.321
C 6.54853 4.00653 -10.09991 0.0 0.2 -0.2 -0.788
C 6.77374 2.95551 -9.10534 0.0 0.0 0.0 0.377
N 6.95091 2.12961 -8.32435 -0.1 0.3 -0.2 -0.400
H 7.23004 4.84751 -9.95561 0.0 -0.2 0.1 0.268
H 6.69979 3.63576 -11.11580 0.0 -0.1 0.2 0.283
H 5.53082 4.39903 -10.04495 0.1 -0.2 0.1 0.274
C 2.78771 10.04005 2.24971 0.1 -0.1 0.3 -0.794
C 2.58644 10.24216 0.81321 0.0 0.0 -0.1 0.394
N 2.43061 10.40208 -0.31589 0.0 -0.1 0.5 -0.403
H 1.83660 9.96268 2.78099 0.0 0.0 -0.2 0.258
H 3.34836 9.12472 2.45090 0.0 0.1 -0.2 0.268
H 3.34353 10.86685 2.69665 -0.1 0.0 -0.2 0.305
C -6.44703 9.29684 -2.55192 0.2 0.0 -0.3 -0.450
C -7.07970 9.72192 -1.30167 0.0 0.0 0.0 0.350
N -7.57660 10.05574 -0.31978 0.2 -0.1 -0.3 -0.388
H -6.97344 9.69015 -3.42412 -0.1 0.0 0.2 0.316
H -5.41236 9.64098 -2.61697 -0.1 0.0 0.2 0.229
H -6.43227 8.20969 -2.64564 -0.2 0.2 0.2 -0.092
```
Positions in Å, forces in eV/Å.